(1)
C52H38AuBr2N4OP2 | ωB97M-V with the def2-TZVPD basis set

Structure (ORCA input):
```
! RIJCOSX wB97M-V def2-TZVPD def2/J DEFGRID3
* xyz 3 1
H 2.032 -3.752 -5.843
C 4.439 3.357 -2.533
C 2.083 -3.120 -4.966
P -1.632 0.177 -1.984
C -1.294 1.003 -6.474
H 4.359 0.540 0.354
C -4.097 2.442 0.346
H -3.584 0.829 -3.993
C -0.367 4.804 0.544
C -3.313 1.408 -0.134
H 3.625 -2.970 -1.968
C 3.806 1.072 -2.934
C -4.264 3.596 -0.409
O 0.823 0.062 -3.632
H 2.249 2.313 -0.179
C -2.947 -1.773 2.894
C -2.222 -0.857 2.153
C 2.882 2.280 -1.056
H 0.709 -1.676 -5.771
H -1.805 -4.587 -2.957
N -1.490 -1.205 1.088
H -5.347 -3.007 -1.144
H -2.217 0.194 2.424
C 1.941 -1.042 3.538
P 2.149 -0.400 -1.308
H -0.739 5.666 0.008
H 3.528 -4.211 1.473
C -4.337 -2.866 -1.505
C 3.615 3.398 -1.416
Br 3.238 0.169 5.752
H 5.745 -0.589 2.042
H 1.041 -1.892 1.808
C -3.762 -1.603 -1.456
H 5.012 4.230 -2.814
C -3.638 3.715 -1.642
C -0.414 3.548 -0.029
C 1.867 1.347 3.571
C -1.421 -2.494 0.760
C 3.130 -1.194 -0.025
C 1.169 1.326 2.373
Br 0.218 6.572 2.688
H 5.348 -2.965 2.592
C 1.429 -1.152 -3.809
C 3.695 -3.168 1.239
C 2.918 -3.470 -3.913
C 0.662 3.782 2.445
C -2.841 2.689 -2.121
C -0.140 0.690 -5.773
C -3.631 -3.938 -2.031
H 3.533 -4.356 -3.982
C -0.248 0.421 -4.419
Au -0.022 0.136 -0.209
H -1.230 1.215 -7.533
H -0.771 -2.356 -2.896
H 2.190 -1.998 3.976
C 2.967 -2.688 -2.775
C 2.972 1.114 -1.813
C -2.909 -3.113 2.537
C -2.347 -3.752 -2.534
N 0.956 0.164 1.725
C 0.599 2.566 1.780
H 3.549 4.302 -0.825
H 2.090 2.282 4.061
C 4.535 2.196 -3.287
H -3.775 4.609 -2.236
C 2.278 0.156 4.158
C -1.988 -4.835 1.005
N -1.858 -5.917 0.647
H 3.896 0.172 -3.526
H -3.465 -3.859 3.088
C -2.116 -3.479 1.453
C -1.458 0.511 -3.747
C -2.617 0.798 -4.478
H 5.184 2.163 -4.152
H -4.892 4.397 -0.042
C -2.469 -1.418 -1.937
H -3.423 1.248 -6.404
C 1.296 -0.982 2.327
H -0.805 -2.764 -0.085
H -3.223 0.501 0.442
C -2.678 1.515 -1.375
H -0.820 3.425 -1.022
H -3.531 -1.439 3.739
C 1.330 -1.953 -4.933
H 1.082 3.869 3.434
C -2.528 1.034 -5.837
C 0.161 4.921 1.822
H -4.338 -0.775 -1.065
C 2.896 -2.533 0.306
H -4.600 2.342 1.299
N 0.027 2.447 0.571
H 0.823 0.655 -6.264
C 4.153 -0.491 0.613
H -2.351 2.807 -3.078
H 2.101 -3.090 -0.180
C -1.770 -2.496 -2.495
C 4.717 -2.465 1.868
C 4.939 -1.129 1.562
C 2.181 -1.532 -2.691
H -4.084 -4.920 -2.065
*
```

Output
HOMO-LUMO gap	6.003	eV
HOMO energy	-16.19	eV
LUMO energy	-10.19	eV
energy above the lowest of the compared OMol25 structures with the same formula, charge and spin	63.24	kJ/mol

Here are the Mulliken charges for atoms 1 to 2, given in e: 0.487 -0.809


(2)
C52H39IN3O4STeTl | ωB97M-V with the def2-TZVPD basis set

Structure (ORCA input):
```
! RIJCOSX wB97M-V def2-TZVPD def2/J DEFGRID3
* xyz -2 1
C 0.922 -2.993 -2.223
H -6.804 -0.347 -1.763
C -2.446 -0.579 -5.005
H -0.629 0.625 1.698
H 4.549 -2.765 1.277
H -2.817 -3.256 -1.961
C -3.321 2.559 0.029
H 7.319 3.058 0.350
C -4.644 -2.678 -2.925
H 1.381 -0.509 -5.504
C 2.146 1.287 3.249
C 0.497 -3.363 0.592
C 1.947 -3.010 0.650
H 3.000 -2.466 -2.329
C 4.510 -2.715 3.428
C -0.461 -2.287 0.525
C -1.616 -6.536 0.666
C -0.479 0.879 3.838
S -0.073 2.363 -2.323
N 1.308 1.040 2.256
C -5.012 -0.979 -0.771
H 0.588 3.506 0.535
N 3.387 1.796 6.515
H 2.975 7.044 0.331
H 0.679 -2.926 3.057
O -0.132 -1.070 0.492
C 2.331 -2.816 4.423
N 2.715 -2.853 -0.343
C -1.829 4.309 -1.509
C 2.670 1.591 5.639
H 0.764 5.941 0.469
C 2.891 5.962 0.371
H -1.231 4.985 -2.107
C -1.435 2.946 -1.461
C -1.228 -5.081 0.570
H 2.715 -4.141 -1.914
C 5.347 5.804 0.348
C -0.310 -1.682 -4.887
H -1.531 0.700 4.014
C -2.173 -4.075 0.466
C 0.305 -0.537 -5.385
H 0.887 -5.449 0.684
H 7.465 5.543 0.358
H -3.863 1.838 0.638
H 0.261 -3.710 -1.747
H 0.060 1.142 5.908
H 5.586 -2.636 3.532
O -5.660 3.585 1.360
H -1.933 1.052 -0.562
Te 0.855 -3.368 -4.351
H 0.029 1.480 -6.047
C 1.586 3.940 0.473
C -1.833 -2.722 0.447
C 1.673 5.347 0.445
C -5.763 -1.859 -2.876
H -5.132 -0.312 0.073
C -3.719 3.903 -0.045
H -4.491 -3.335 -3.774
C -2.219 2.093 -0.649
H -2.417 1.448 -5.707
C -4.888 4.459 0.643
H 3.181 1.472 2.977
C 3.708 -2.740 4.563
C -1.687 -1.703 -4.707
C 3.951 3.755 0.344
C 2.363 -3.118 -1.728
C 6.416 3.654 0.343
C -3.891 -1.806 -0.803
Tl 1.862 0.714 -0.455
H -0.987 -7.159 0.024
H -3.225 5.806 -0.880
H -3.514 -0.591 -4.826
C -2.935 4.764 -0.830
O -3.004 -0.758 1.102
H -2.655 -6.681 0.366
C 2.679 3.100 0.388
H 0.524 -1.989 -2.064
H 1.696 -2.824 5.302
C 0.114 -4.684 0.625
C 1.739 1.337 4.580
C 2.553 -2.872 2.017
C -0.458 0.579 -5.696
C -2.892 -1.692 0.332
I 5.165 0.928 0.311
C 0.391 1.122 4.877
H 4.153 -2.676 5.549
C 5.188 3.056 0.331
H -5.278 2.703 1.291
C 0.019 0.844 2.540
H -1.509 -6.913 1.689
C 1.756 -2.879 3.160
C 3.938 -2.782 2.169
H -3.226 -4.346 0.438
C 6.493 5.063 0.349
H 5.399 6.889 0.352
C 4.072 5.187 0.350
H -2.169 -2.587 -4.311
H -6.485 -1.878 -3.684
O -5.227 5.619 0.635
C -1.832 0.561 -5.502
C -3.707 -2.643 -1.901
C -5.942 -1.003 -1.796
*
```

Output
HOMO-LUMO gap	5.222	eV
HOMO energy	-1.81	eV
LUMO energy	3.41	eV

Here are the Mulliken charges for atoms 1 to 2, given in e: 0.214 0.401